Version a
# C18H24N4O3

C18H24N4O3 in the gas phase (ωB97M-V/def2-TZVPD, OMol25).

Each line ends with the Mulliken charge.
Positions of all 49 atoms, in Å:
C1 -6.463 -2.355 0.231  -0.971
N1 -6.587 -0.923 0.386  0.049
C2 -6.765 -0.256 -0.884  -0.955
H1 -7.688 -0.617 -1.337  0.334
H2 -6.861 0.816 -0.718  0.320
H3 -5.945 -0.440 -1.595  0.285
C3 -5.605 -0.329 1.263  -1.153
C4 -4.129 -0.340 0.800  -0.094
H4 -3.484 -0.444 1.674  0.351
H5 -3.955 -1.205 0.159  0.275
C5 -3.721 0.935 0.054  -1.046
N2 -2.335 0.881 -0.325  0.054
C6 -1.369 1.593 0.208  -0.018
C7 -0.031 1.461 -0.119  -0.682
C8 0.404 0.459 -1.065  1.320
O1 -0.367 -0.319 -1.625  -0.840
N3 1.758 0.393 -1.331  0.086
C9 2.711 1.219 -0.764  0.433
O2 3.883 1.161 -1.046  -0.605
N4 2.232 2.141 0.135  -0.007
C10 0.921 2.334 0.538  0.367
O3 0.648 3.178 1.366  -0.713
H6 2.932 2.736 0.562  0.244
C11 2.234 -0.696 -2.171  -1.189
H7 3.229 -0.418 -2.520  0.533
H8 1.548 -0.801 -3.013  0.440
C12 2.293 -2.005 -1.367  -1.050
C13 3.086 -1.790 -0.109  0.365
C14 2.452 -1.377 1.056  -0.032
C15 3.185 -1.083 2.192  -0.767
C16 4.563 -1.203 2.176  -0.435
C17 5.203 -1.623 1.023  -0.572
C18 4.469 -1.912 -0.113  -0.329
H9 4.973 -2.226 -1.015  0.383
H10 6.279 -1.718 1.005  0.379
H11 5.137 -0.968 3.060  0.392
H12 2.678 -0.754 3.088  0.409
H13 1.374 -1.282 1.073  0.452
H14 1.274 -2.313 -1.125  0.366
H15 2.753 -2.772 -1.991  0.483
H16 -1.628 2.347 0.944  0.460
H17 -2.019 0.171 -0.994  0.244
H18 -4.326 1.056 -0.848  0.320
H19 -3.876 1.805 0.698  0.344
H20 -5.674 -0.869 2.211  0.370
H21 -5.914 0.704 1.450  0.433
H22 -7.371 -2.732 -0.239  0.343
H23 -5.608 -2.661 -0.390  0.323
H24 -6.365 -2.816 1.212  0.300

Summary:
- LUMO level: 0.46 eV
- HOMO-LUMO gap: 0.3342 Ha
- HOMO energy: -8.64 eV
- Charge: 0

***

Version b
# C18H24N4O3

A molecular structure, C18H24N4O3 (ωB97M-V/def2-TZVPD, OMol25).

Each line ends with the Mulliken charge.
Positions of all 49 atoms, in Å:
C1 -2.739 -0.164 4.406  -1.091
C2 -1.980 -1.170 3.492  -0.330
H1 -2.419 -1.403 2.520  0.395
H2 -1.922 -2.094 4.157  0.269
O1 -0.609 -0.583 3.301  -0.251
C3 0.219 -0.960 4.262  0.641
O2 -0.061 -1.526 5.357  -0.635
C4 1.760 -0.412 3.740  -1.016
N1 1.724 0.005 2.398  -0.294
C5 1.312 1.342 2.047  0.506
O3 1.411 1.983 2.936  -0.520
N2 1.217 1.551 0.849  0.004
C6 0.966 0.965 -0.314  -0.532
C7 1.607 -0.529 -0.674  -0.331
C8 1.093 -0.803 -1.810  -0.147
N3 -0.052 -0.073 -2.160  -0.733
N4 -0.074 1.089 -1.338  0.509
C9 -0.914 2.055 -1.465  0.710
C10 -2.025 1.762 -1.989  -0.258
C11 -3.088 2.745 -2.052  -0.522
C12 -2.511 4.198 -1.829  -0.426
C13 -1.353 4.232 -1.450  -0.774
C14 -0.368 3.244 -1.375  -0.602
H3 0.537 3.439 -1.106  1.061
H4 -0.634 5.410 -1.427  0.070
H5 -3.258 4.976 -2.108  0.363
H6 -4.126 2.807 -2.331  0.362
H7 -2.332 0.664 -2.079  0.281
C15 1.212 -2.142 -2.566  2.305
C16 0.004 -2.552 -3.447  -2.056
H8 -0.193 -1.801 -4.042  0.544
H9 -0.602 -2.783 -2.681  0.583
H10 0.333 -3.432 -4.101  0.340
C17 1.762 -3.117 -1.684  -1.734
H11 1.030 -3.402 -0.919  0.401
H12 2.043 -4.316 -2.391  0.270
H13 2.896 -2.883 -1.257  0.305
C18 2.220 -1.878 -3.653  -1.462
H14 2.724 -2.638 -4.221  0.472
H15 3.306 -1.552 -3.012  0.250
H16 1.918 -0.936 -4.371  0.230
H17 2.242 -1.106 -0.008  0.495
H18 0.689 2.546 0.733  0.240
H19 1.235 -0.597 1.727  0.219
H20 1.987 0.381 4.432  0.383
H21 2.386 -1.130 3.719  0.539
H22 -2.247 0.081 5.347  0.297
H23 -3.806 -0.290 4.543  0.386
H24 -2.515 0.797 3.895  0.282

Summary:
- LUMO level: -0.19 eV
- HOMO-LUMO gap: 0.2933 Ha
- HOMO energy: -8.17 eV
- Charge: 0

***

Energies, relative to the best one, in kcal/mol: version a 0.0; version b 373.7.

***

Version a
# CH6P2

2 unconnected molecules or ions with the total composition CH6P2 (ωB97M-V/def2-TZVPD, OMol25).

Each line ends with the Mulliken charge.
Positions of all 9 atoms, in Å:
C1 -2.159 -0.273 -0.527  -0.610
P1 -0.550 0.182 -0.041  -0.068
P2 3.055 0.164 -0.328  -0.033
H1 -2.593 0.437 -1.219  0.278
H2 -2.242 -1.289 -1.037  0.264
H3 -1.039 1.320 0.643  0.060
H4 -0.352 -0.633 1.285  0.082
H5 2.274 -0.710 0.526  0.006
H6 3.605 0.802 0.697  0.020

Summary:
- LUMO level (alpha / beta): -1.18 / -0.49 eV
- HOMO-LUMO gap (alpha / beta): 0.2604 / 0.3040 Ha
- HOMO energy (alpha / beta): -8.26 / -8.76 eV
- Charge: 0

***

Version b
# CH6P2

2 unconnected molecules or ions with the total composition CH6P2 (ωB97M-V/def2-TZVPD, OMol25).

Each line ends with the Mulliken charge.
Positions of all 9 atoms, in Å:
C1 -0.176 -0.383 0.102  -0.598
P1 1.380 0.667 -0.235  -0.032
P2 -1.602 0.706 -0.088  -0.077
H1 -0.162 -1.067 0.978  0.340
H2 0.073 -1.806 -0.982  0.193
H3 2.385 -0.234 0.080  0.047
H4 1.482 0.338 -1.549  0.054
H5 -0.969 1.569 0.820  0.049
H6 -2.412 0.210 0.873  0.025

Summary:
- LUMO level: 0.20 eV
- HOMO-LUMO gap: 0.3396 Ha
- HOMO energy: -9.04 eV
- Charge: 0

***

Energies, relative to the best one, in kcal/mol: version a 10.5; version b 0.0.